# C35H58Cl2O2P2ReSe

A structure of composition C35H58Cl2O2P2ReSe in a non-equilibrium geometry (wB97M-V/def2-TZVPD, the Open Molecules 2025 dataset).

CARTESIAN COORDINATES (ANGSTROEM)
1 Re 0.486 1.078 1.276
2 C 1.668 -4.108 -3.941
3 C 2.837 -3.834 -2.984
4 C 2.942 -4.963 -1.940
5 C 4.127 -3.820 -3.806
6 C 2.586 -2.543 -2.239
7 C 1.445 -2.425 -1.438
8 C 1.271 -1.330 -0.625
9 Se -0.070 -1.376 0.808
10 C -1.906 -0.834 0.402
11 C -2.794 -1.727 -0.148
12 C -4.144 -1.382 -0.292
13 C -4.521 -0.092 0.092
14 C -3.673 0.817 0.687
15 C -2.322 0.423 0.934
16 O -1.506 1.167 1.606
17 C -4.104 2.229 1.041
18 C -3.188 3.203 0.280
19 C -5.549 2.527 0.638
20 C -3.971 2.469 2.550
21 C -5.141 -2.398 -0.801
22 C -4.705 -2.919 -2.181
23 C -5.157 -3.559 0.211
24 C -6.559 -1.836 -0.931
25 C 2.258 -0.306 -0.538
26 O 2.188 0.637 0.341
27 C 3.365 -0.369 -1.434
28 C 3.501 -1.485 -2.230
29 C 4.372 0.771 -1.406
30 C 3.652 2.112 -1.620
31 C 5.083 0.763 -0.045
32 C 5.423 0.645 -2.510
33 H 1.850 -5.034 -4.479
34 H 0.718 -4.204 -3.421
35 H 1.582 -3.304 -4.668
36 H 3.176 -5.899 -2.440
37 H 3.738 -4.748 -1.229
38 H 2.015 -5.095 -1.387
39 H 4.239 -4.777 -4.306
40 H 4.098 -3.049 -4.571
41 H 5.002 -3.674 -3.179
42 H 0.693 -3.201 -1.428
43 H -2.421 -2.694 -0.454
44 H -5.537 0.212 -0.084
45 H -3.238 3.004 -0.787
46 H -3.509 4.226 0.454
47 H -2.159 3.106 0.613
48 H -5.682 2.470 -0.441
49 H -6.256 1.860 1.127
50 H -5.795 3.540 0.950
51 H -2.968 2.241 2.898
52 H -4.185 3.513 2.764
53 H -4.681 1.854 3.095
54 H -3.727 -3.394 -2.145
55 H -5.423 -3.654 -2.537
56 H -4.670 -2.100 -2.898
57 H -4.195 -4.064 0.255
58 H -5.398 -3.193 1.208
59 H -5.911 -4.285 -0.082
60 H -6.593 -1.016 -1.644
61 H -7.221 -2.617 -1.299
62 H -6.951 -1.499 0.026
63 H 4.370 -1.551 -2.860
64 H 2.918 2.294 -0.840
65 H 4.372 2.924 -1.606
66 H 3.164 2.097 -2.590
67 H 4.379 0.957 0.761
68 H 5.555 -0.201 0.126
69 H 5.849 1.532 -0.029
70 H 4.961 0.613 -3.496
71 H 6.069 1.518 -2.476
72 H 6.053 -0.231 -2.380
73 C -0.168 4.621 2.155
74 P 1.067 3.286 2.178
75 C 2.593 4.071 1.567
76 C 1.366 3.022 3.992
77 C 2.074 1.700 4.292
78 P 1.280 0.312 3.386
79 C 2.497 -1.037 3.338
80 C -0.052 -0.332 4.432
81 H 0.152 5.428 2.816
82 H -1.130 4.236 2.491
83 H -0.272 5.011 1.142
84 H 2.879 4.884 2.235
85 H 2.423 4.481 0.573
86 H 3.395 3.337 1.522
87 H 0.382 3.034 4.467
88 H 1.946 3.862 4.386
89 H 2.049 1.486 5.364
90 H 3.121 1.736 3.980
91 H 2.800 -1.302 4.350
92 H 3.369 -0.728 2.767
93 H 2.057 -1.913 2.857
94 H 0.357 -0.632 5.396
95 H -0.502 -1.197 3.941
96 H -0.819 0.427 4.574
97 Cl 0.825 0.891 -3.570
98 C 0.193 2.197 -2.531
99 Cl -0.384 1.530 -1.008
100 H -0.662 2.659 -3.028
101 H 0.990 2.917 -2.340

Values from the calculation:
spin multiplicity: 2
Kohn-Sham gap (spin up / spin down): 0.158 / 0.223 hartree
net charge: +2
ΔE to the lowest compared entry with this formula, charge and spin: 0.881 eV